C54H49BrClLaN11O3P2S3 | ωB97M-V with the def2-TZVPD basis set

Geometry as XYZ:
```
125
Properties=species:S:1:pos:R:3
La -0.392 1.002 0.513
S 2.563 1.212 1.199
C 3.203 2.127 -0.135
N 4.449 2.206 -0.472
N 5.315 1.514 0.286
C 6.636 1.382 -0.085
C 7.496 0.648 0.739
C 8.825 0.486 0.393
C 9.326 1.050 -0.773
C 8.469 1.783 -1.583
C 7.135 1.955 -1.255
N 2.445 3.018 -0.960
N 1.206 2.902 -0.975
C 0.611 4.009 -1.700
C -0.632 3.837 -2.279
C -1.223 4.882 -2.973
C -0.578 6.106 -3.064
C 0.658 6.281 -2.453
C 1.256 5.238 -1.769
H 4.946 1.037 1.104
H 7.122 0.225 1.665
H 9.475 -0.084 1.044
H 10.364 0.921 -1.043
H 8.844 2.232 -2.494
H 6.469 2.522 -1.888
H -1.151 2.896 -2.181
H -2.189 4.732 -3.434
H -1.041 6.926 -3.597
H 1.155 7.241 -2.499
H 2.209 5.367 -1.277
N -2.118 -0.464 -2.712
P -0.700 0.365 -3.143
C -1.350 1.341 -4.566
C -0.600 1.617 -5.705
C -1.102 2.442 -6.700
C -2.363 3.005 -6.573
C -3.114 2.747 -5.436
C -2.607 1.930 -4.437
C 0.308 -0.899 -3.998
C 1.614 -0.554 -4.349
C 2.461 -1.475 -4.938
C 2.020 -2.773 -5.164
C 0.736 -3.134 -4.795
C -0.117 -2.203 -4.215
P -2.419 -0.899 -1.082
C -4.223 -0.679 -0.952
C -5.015 -0.173 -1.976
C -6.389 -0.050 -1.805
C -6.979 -0.435 -0.612
C -6.193 -0.940 0.416
C -4.823 -1.057 0.249
C -2.308 -2.721 -1.201
C -3.355 -3.529 -1.638
C -3.156 -4.888 -1.831
C -1.913 -5.454 -1.581
C -0.867 -4.659 -1.135
C -1.069 -3.302 -0.941
H -2.575 -1.013 -3.434
H 0.380 1.178 -5.833
H -0.505 2.641 -7.580
H -2.756 3.645 -7.353
H -4.094 3.192 -5.316
H -3.178 1.770 -3.532
H 1.986 0.440 -4.123
H 3.473 -1.192 -5.192
H 2.686 -3.505 -5.601
H 0.394 -4.151 -4.937
H -1.101 -2.526 -3.901
H -4.563 0.142 -2.906
H -6.995 0.350 -2.608
H -8.048 -0.335 -0.479
H -6.646 -1.234 1.354
H -4.211 -1.439 1.057
H -4.330 -3.100 -1.832
H -3.976 -5.508 -2.171
H -1.763 -6.516 -1.724
H 0.108 -5.080 -0.929
H -0.253 -2.692 -0.576
Br 2.152 -4.210 7.975
C 0.635 -3.073 7.940
C -0.298 -3.215 6.928
C -1.405 -2.380 6.895
C -1.574 -1.424 7.887
C -0.644 -1.315 8.916
C 0.479 -2.121 8.937
N -2.769 -0.640 8.045
N -3.384 -0.103 7.114
C -2.970 0.044 5.754
C -4.043 -0.002 4.886
C -3.918 0.158 3.511
C -2.682 0.428 2.928
O -2.530 0.595 1.659
C -1.553 0.585 3.831
N -0.395 1.019 3.260
C 0.634 1.276 4.030
C 0.578 1.180 5.428
C -0.579 0.773 6.021
C -1.693 0.415 5.229
H -0.153 -3.957 6.158
H -2.120 -2.466 6.088
H -0.813 -0.588 9.700
H 1.213 -2.027 9.725
H -5.019 -0.170 5.323
H -4.791 0.124 2.873
H 1.532 1.631 3.540
H 1.441 1.460 6.017
H -0.650 0.755 7.098
O -2.731 2.119 -0.692
H -2.401 2.897 -0.189
H -3.367 1.720 -0.077
O 1.314 -0.581 -1.130
H 2.176 -0.152 -1.057
H 1.526 -1.533 -1.205
Cl -0.987 3.585 1.286
N 4.714 -2.011 -0.109
C 3.516 -2.588 0.070
N 2.900 -2.368 1.237
S 2.813 -3.521 -1.158
H 5.167 -1.485 0.616
H 5.201 -2.176 -0.970
H 3.134 -1.549 1.781
H 1.934 -2.652 1.294
S -0.611 -3.094 3.386
C -0.299 -2.006 2.225
N -0.042 -1.234 1.379
```

Its energy relative to the best compared isomer or geometry (same formula, charge and spin) is 0.0 kJ/mol. Its total charge is -1. The highest occupied orbital energy is -5.0 eV. The value obtained for the total energy is -7858.64190 a.u.

C54H51F15GeN7OSTeTi | ωB97M-V with the def2-TZVPD basis set

Geometry as XYZ:
```
132
Properties=species:S:1:pos:R:3
Ti -0.183 0.597 0.225
C 2.682 1.240 -2.089
C 1.447 0.394 -2.418
N 0.178 0.892 -1.855
C -0.181 2.266 -2.259
C 0.328 3.302 -1.243
N 0.270 2.795 0.150
C -0.360 3.782 1.059
C -0.319 3.425 2.551
C -0.653 1.965 2.871
N 0.320 1.046 2.245
C 1.720 1.247 2.640
C 2.642 0.504 1.673
N 2.175 0.651 0.286
C 3.069 1.393 -0.599
H 2.556 2.226 -2.537
H 3.510 0.768 -2.620
H 1.593 -0.628 -2.056
H 1.386 0.353 -3.512
H -0.567 0.283 -2.192
H -1.265 2.326 -2.268
H 0.190 2.506 -3.262
H -0.312 4.181 -1.336
H 1.344 3.620 -1.486
H 1.222 2.670 0.476
H -1.397 3.863 0.752
H 0.121 4.761 0.933
H -1.051 4.059 3.050
H 0.649 3.685 2.983
H -1.636 1.734 2.457
H -0.671 1.835 3.960
H 0.076 0.072 2.455
H 1.901 0.899 3.662
H 1.960 2.309 2.608
H 2.644 -0.559 1.927
H 3.662 0.880 1.778
H 2.100 -0.305 -0.065
H 4.102 1.053 -0.464
H 3.065 2.456 -0.327
C 7.510 -5.879 -4.730
C 6.441 -5.189 -3.929
C 5.332 -5.870 -3.445
C 4.394 -5.251 -2.627
C 3.173 -6.038 -2.216
C 4.564 -3.901 -2.264
Te 3.230 -3.108 -0.691
N 0.443 -1.214 0.529
C 0.518 -2.335 1.182
O 1.490 -3.162 1.195
C -0.686 -2.828 1.979
C -1.136 -4.126 1.756
C -2.245 -4.613 2.432
C -2.909 -3.816 3.352
C -2.454 -2.529 3.596
C -1.353 -2.038 2.909
C 4.445 -3.579 1.005
C 4.000 -4.622 1.812
C 4.579 -4.866 3.045
C 5.625 -4.069 3.486
C 6.096 -3.055 2.671
C 5.521 -2.790 1.427
C 6.123 -1.687 0.599
C 5.588 -3.171 -2.880
C 5.684 -1.668 -2.820
C 6.523 -3.830 -3.675
H 7.229 -6.904 -4.971
H 8.443 -5.905 -4.163
H 7.707 -5.346 -5.662
H 5.195 -6.914 -3.707
H 3.189 -7.034 -2.661
H 2.271 -5.530 -2.559
H 3.105 -6.141 -1.135
H -0.601 -4.752 1.053
H -2.583 -5.624 2.242
H -3.769 -4.199 3.886
H -2.961 -1.900 4.319
H -1.019 -1.032 3.131
H 3.172 -5.234 1.482
H 4.207 -5.667 3.671
H 6.076 -4.237 4.455
H 6.933 -2.448 2.999
H 6.367 -0.822 1.219
H 5.438 -1.387 -0.190
H 7.050 -2.030 0.134
H 4.816 -1.246 -2.320
H 5.720 -1.276 -3.839
H 6.591 -1.333 -2.313
H 7.334 -3.255 -4.113
N -1.644 -1.750 -1.225
C -2.697 -2.592 -1.280
C -3.625 -2.124 -0.386
C -3.026 -0.997 0.199
N -1.824 -0.777 -0.312
H -0.720 -1.919 -1.587
H -2.708 -3.448 -1.932
H -4.600 -2.524 -0.175
H -3.430 -0.352 0.956
F -3.159 4.830 2.137
C -3.406 5.638 1.088
C -4.055 5.106 -0.015
C -4.323 5.987 -1.051
F -4.995 5.564 -2.124
C -3.923 7.311 -1.014
F -4.169 8.126 -2.036
C -3.241 7.792 0.092
F -2.836 9.053 0.127
C -2.986 6.950 1.162
F -2.331 7.404 2.229
Ge -4.408 3.143 0.000
S -2.652 1.969 -0.207
C -5.528 2.623 -1.554
C -4.949 2.668 -2.815
F -3.780 3.304 -2.975
C -5.504 2.046 -3.913
F -4.909 2.095 -5.104
C -6.685 1.337 -3.763
F -7.230 0.724 -4.805
C -7.282 1.251 -2.517
F -8.400 0.542 -2.368
C -6.693 1.884 -1.439
F -7.269 1.746 -0.236
C -5.464 2.953 1.677
C -5.137 2.111 2.725
F -4.085 1.284 2.624
C -5.856 2.080 3.905
F -5.508 1.254 4.891
C -6.944 2.921 4.059
F -7.640 2.910 5.187
C -7.301 3.780 3.031
F -8.341 4.596 3.185
C -6.558 3.781 1.868
F -6.904 4.623 0.882
```

Its spin multiplicity is 2. Its energy relative to the best compared isomer or geometry (same formula, charge and spin) is 234.3 kJ/mol. The highest occupied orbital energy (alpha / beta) is -7.1 / -7.1 eV. The value obtained for the total energy is -7637.41522 a.u.

C54H51FNO5P2PbS2Si2 | ωB97M-V with the def2-TZVPD basis set

Geometry as XYZ:
```
119
Properties=species:S:1:pos:R:3
Pb -0.432 -0.839 0.445
C -3.341 -0.448 3.149
Si -2.374 0.564 1.892
C -1.650 2.079 2.822
C -2.358 2.625 3.903
C -1.930 3.762 4.567
C -0.758 4.395 4.171
C -0.021 3.861 3.130
C -0.456 2.714 2.462
P 0.669 1.863 1.301
C 1.870 1.178 2.537
C 3.102 1.913 2.966
C 3.835 1.422 3.971
C 3.555 0.233 4.799
C 2.687 -0.789 4.661
C 1.773 -1.107 3.519
C 1.447 3.161 0.311
C 0.782 4.338 -0.030
C 1.346 5.216 -0.944
C 2.572 4.925 -1.529
C 3.235 3.751 -1.199
C 2.674 2.873 -0.283
C -3.693 1.411 0.768
C -4.693 2.147 1.420
C -5.661 2.854 0.726
C -5.657 2.851 -0.663
C -4.689 2.127 -1.333
C -3.725 1.402 -0.631
P -2.457 0.434 -1.508
C -3.322 -1.049 -2.113
C -4.704 -1.215 -2.088
C -5.272 -2.415 -2.496
C -4.466 -3.455 -2.934
C -3.087 -3.301 -2.958
C -2.519 -2.106 -2.544
C -2.065 1.417 -2.982
C -2.578 1.168 -4.249
C -2.158 1.927 -5.335
C -1.228 2.940 -5.159
C -0.711 3.194 -3.893
C -1.120 2.431 -2.815
H -4.049 0.151 3.727
H -3.904 -1.218 2.617
H -2.666 -0.958 3.838
H -3.267 2.146 4.244
H -2.507 4.153 5.396
H -0.410 5.281 4.687
H 0.914 4.328 2.841
H 3.408 2.829 2.472
H 4.719 1.978 4.265
H 4.146 0.210 5.711
H 2.657 -1.474 5.505
H 0.763 -0.782 3.823
H -0.182 4.568 0.409
H 0.822 6.127 -1.204
H 3.003 5.608 -2.251
H 4.174 3.483 -1.664
H 3.192 1.943 -0.083
H -4.709 2.188 2.502
H -6.411 3.419 1.269
H -6.400 3.413 -1.216
H -4.671 2.129 -2.418
H -5.339 -0.417 -1.727
H -6.348 -2.537 -2.461
H -4.911 -4.393 -3.242
H -2.448 -4.116 -3.271
H -1.438 -2.009 -2.536
H -3.291 0.365 -4.397
H -2.553 1.718 -6.321
H -0.889 3.519 -6.008
H 0.036 3.964 -3.747
H -0.670 2.601 -1.842
C 0.810 -3.658 4.800
Si 1.336 -2.914 3.153
C 2.852 -3.851 2.555
C 2.197 -0.311 2.302
N 0.005 -2.779 2.072
C -0.645 -3.880 1.604
C -0.187 -5.218 1.700
C -0.891 -6.299 1.195
C -2.104 -6.135 0.544
C -2.604 -4.844 0.415
C -1.887 -3.797 0.932
F -2.442 -2.538 0.780
H 1.664 -3.796 5.470
H 0.343 -4.634 4.656
H 0.082 -3.014 5.300
H 3.757 -3.369 2.939
H 2.909 -3.871 1.466
H 2.855 -4.880 2.922
H 3.275 -0.421 2.161
H 1.213 1.200 3.413
H 1.807 -0.710 1.363
H 0.771 -5.401 2.167
H -0.464 -7.289 1.303
H -2.647 -6.980 0.143
H -3.542 -4.631 -0.083
O 4.293 0.876 -1.771
C 3.456 0.304 -2.422
O 2.134 0.229 -1.909
C 3.354 0.238 -3.902
C 4.368 0.541 -4.791
C 4.110 0.451 -6.150
C 2.849 0.053 -6.597
C 1.833 -0.254 -5.706
C 2.108 -0.152 -4.349
S 1.080 -0.484 -2.982
H 5.335 0.837 -4.408
H 4.884 0.687 -6.868
H 2.656 -0.012 -7.661
H 0.856 -0.553 -6.064
C 5.004 -1.845 0.008
S 3.771 -2.518 -1.079
O 4.146 -3.890 -1.333
O 3.872 -1.688 -2.309
O 2.506 -2.316 -0.390
H 5.987 -2.166 -0.332
H 4.814 -2.226 1.009
H 4.935 -0.759 -0.017
```

Its energy relative to the best compared isomer or geometry (same formula, charge and spin) is 0.0 kJ/mol. Its total charge is -1. The highest occupied orbital energy is -4.5 eV. The value obtained for the total energy is -4870.22303 a.u.

C54H51IIrN5P2SSbTe | ωB97M-V with the def2-TZVPD basis set

Geometry as XYZ:
```
117
Properties=species:S:1:pos:R:3
Ir -0.409 0.024 0.478
Te -1.502 4.558 0.271
C -1.975 5.354 -1.623
C -0.997 6.005 -2.363
C -1.332 6.456 -3.635
N -2.537 6.295 -4.180
C -3.465 5.679 -3.452
C -3.238 5.187 -2.171
C -0.876 2.769 -0.672
P 0.765 2.028 -0.538
C 1.909 3.372 -0.130
C 1.771 4.056 1.074
C 2.557 5.161 1.354
C 3.507 5.582 0.435
C 3.691 4.871 -0.743
C 2.904 3.762 -1.026
C 1.145 1.610 -2.270
C 0.916 2.611 -3.215
C 1.193 2.383 -4.551
C 1.691 1.150 -4.957
C 1.915 0.150 -4.023
C 1.643 0.379 -2.682
P -1.831 1.305 -0.799
C -1.879 0.757 -2.532
C -2.372 1.649 -3.487
C -2.472 1.261 -4.812
C -2.077 -0.015 -5.196
C -1.566 -0.898 -4.256
C -1.461 -0.509 -2.927
C -3.556 1.624 -0.382
C -4.593 1.374 -1.283
C -5.901 1.689 -0.941
C -6.183 2.243 0.300
C -5.163 2.443 1.222
C -3.861 2.119 0.888
H -0.001 6.163 -1.969
H -0.597 6.972 -4.244
H -4.441 5.573 -3.912
H -4.031 4.692 -1.624
H 1.048 3.719 1.798
H 2.424 5.699 2.285
H 4.114 6.454 0.642
H 4.448 5.180 -1.453
H 3.067 3.216 -1.945
H 0.518 3.572 -2.904
H 1.026 3.168 -5.277
H 1.899 0.969 -6.003
H 2.300 -0.811 -4.338
H 1.826 -0.409 -1.963
H -2.671 2.650 -3.192
H -2.854 1.956 -5.549
H -2.157 -0.316 -6.233
H -1.236 -1.883 -4.560
H -1.017 -1.174 -2.198
H -4.390 0.945 -2.254
H -6.698 1.505 -1.649
H -7.201 2.508 0.554
H -5.386 2.848 2.200
H -3.078 2.212 1.630
I -0.665 -3.684 0.748
C 0.390 -1.869 0.365
H 0.829 -2.007 -0.618
H 1.169 -1.887 1.122
S 2.430 0.211 0.372
Sb 2.816 0.512 2.666
C 1.021 1.264 3.406
C 0.913 2.563 3.884
C -0.337 3.051 4.246
C -1.455 2.234 4.134
C -1.337 0.926 3.676
C -0.095 0.438 3.284
C 4.366 1.873 2.869
C 4.937 2.405 1.719
C 5.970 3.323 1.850
C 6.415 3.699 3.110
C 5.845 3.152 4.253
C 4.818 2.229 4.140
C 3.089 -1.414 3.382
C 4.095 -2.191 2.809
C 4.220 -3.517 3.191
C 3.342 -4.058 4.122
C 2.339 -3.281 4.683
C 2.208 -1.947 4.320
H 1.793 3.185 3.998
H -0.432 4.055 4.641
H -2.423 2.603 4.449
H -2.204 0.285 3.644
H 0.037 -0.625 3.101
H 4.593 2.107 0.737
H 6.429 3.742 0.964
H 7.217 4.420 3.205
H 6.206 3.437 5.233
H 4.388 1.792 5.034
H 4.773 -1.774 2.073
H 5.001 -4.129 2.761
H 3.446 -5.094 4.418
H 1.657 -3.710 5.405
H 1.442 -1.337 4.782
C -4.206 -4.680 -0.936
C -5.278 -3.988 -0.097
C -5.112 -4.302 1.388
C -5.315 -2.482 -0.348
N -4.162 -1.765 0.226
C -2.917 -1.650 -0.207
N -2.271 -0.878 0.654
N -3.157 -0.542 1.617
N -4.286 -1.075 1.369
H -4.300 -5.762 -0.849
H -3.202 -4.418 -0.595
H -4.295 -4.427 -1.996
H -6.256 -4.350 -0.425
H -4.111 -4.033 1.738
H -5.245 -5.369 1.564
H -5.841 -3.768 2.000
H -6.188 -2.033 0.121
H -5.334 -2.261 -1.415
H -2.529 -2.100 -1.101
```

Its spin multiplicity is 2. Its energy relative to the best compared isomer or geometry (same formula, charge and spin) is 374.9 kJ/mol. Its total charge is +2. The highest occupied orbital energy (alpha / beta) is -11.9 / -12.4 eV. The value obtained for the total energy is -4352.68075 a.u.